Record 1
Here is a cluster of 2 separate species, C3H14N5 in total from the Open Molecules 2025 dataset. Energies are from wB97M-V/def2-TZVPD.

XYZ file:
```
22
C3H14N5 | the Open Molecules 2025 dataset | wB97M-V/def2-TZVPD
N -2.860 1.384 0.874
C -2.612 0.335 -0.193
C -1.118 0.232 -0.450
N -0.935 -0.712 -1.545
H -2.281 1.178 1.691
H -2.582 2.303 0.530
H -3.832 1.399 1.180
H -3.013 -0.604 0.177
H -3.158 0.641 -1.081
H -0.702 1.227 -0.659
H -0.631 -0.159 0.443
H -1.153 -0.256 -2.425
H 0.054 -0.931 -1.604
N 1.802 -1.658 0.598
C 2.129 -0.369 0.221
N 1.825 0.590 1.196
N 2.564 0.009 -0.910
H 2.251 -2.402 0.087
H 1.699 -1.867 1.578
H 2.134 0.327 2.122
H 2.242 1.476 0.939
H 2.731 -0.762 -1.551
```

- orbital gap (eV) = 8.5
- total charge = +1
- relative energy (zero: lowest compared OMol25 entry of this formula, charge and spin) (kcal per mole) = 28.28
- F_max (eV/Å) = 0.4
- spin multiplicity = 1

natural (NBO) population analysis, charges in e, atoms 1 to 4: -0.6683, -0.2168, -0.2502, -0.8138


Record 2
Here is a cluster of 3 separate species, C3H14N5 in total in a non-equilibrium geometry from the Open Molecules 2025 dataset. Energies are from wB97M-V/def2-TZVPD.

XYZ file:
```
22
C3H14N5 | the Open Molecules 2025 dataset | wB97M-V/def2-TZVPD
C 1.102 0.451 -2.840
C -0.200 0.788 -2.266
C 0.181 -0.055 0.365
N -0.387 2.050 -1.840
N -1.291 -0.008 -2.388
N 1.522 -0.150 0.758
N -0.728 -0.684 1.065
N -0.504 -1.074 3.680
H 1.188 -0.700 -2.927
H 1.851 0.814 -2.191
H 1.052 0.614 -3.927
H -1.274 2.456 -1.662
H 0.434 2.408 -1.431
H -1.146 -0.648 -3.170
H -2.180 0.384 -2.216
H 1.829 -0.755 1.481
H 2.240 0.451 0.454
H -1.644 -0.453 0.848
H -0.471 -1.061 1.941
H -0.283 -0.419 4.380
H -1.487 -1.255 3.991
H 0.033 -1.860 3.986
```

- orbital gap (eV) = 8.2
- total charge = +1
- relative energy (zero: lowest compared OMol25 entry of this formula, charge and spin) (kcal per mole) = 58.68
- F_max (eV/Å) = 4.3
- spin multiplicity = 1

natural (NBO) population analysis, charges in e, atoms 1 to 4: -0.7134, 0.6393, 0.1200, -0.7275


Record 3
Here is a cluster of 2 separate species, C3H14N6O in total in a non-equilibrium geometry from the Open Molecules 2025 dataset. Energies are from wB97M-V/def2-TZVPD.

XYZ file:
```
24
C3H14N6O | the Open Molecules 2025 dataset | wB97M-V/def2-TZVPD
C 0.503 -0.286 -1.862
C 0.504 -1.611 2.558
C -1.562 2.385 0.961
N 1.164 -1.016 -2.737
N 0.657 -0.581 -0.543
N -0.497 -0.552 2.676
N -1.353 1.366 1.961
N 1.004 -0.645 -4.041
N -0.603 0.377 1.827
O -0.313 0.629 -2.244
H 1.619 -1.352 2.579
H 0.444 -2.502 3.361
H 0.237 -2.113 1.632
H -0.621 2.909 0.933
H -1.792 2.061 -0.057
H -2.295 3.142 1.377
H 1.906 -1.522 -2.394
H 1.432 -1.099 -0.256
H -1.065 -0.471 3.509
H -1.970 1.620 2.834
H -0.281 0.658 -3.287
H 0.678 -1.459 -4.521
H 1.818 -0.132 -4.356
H 0.389 0.196 0.090
```

- orbital gap (eV) = 10.6
- total charge = +2
- relative energy (zero: lowest compared OMol25 entry of this formula, charge and spin) (kcal per mole) = 0.00
- F_max (eV/Å) = 4.2
- spin multiplicity = 1

natural (NBO) population analysis, charges in e, atoms 1 to 4: 0.8114, -0.4889, -0.4538, -0.3971


Record 4
Here is a cluster of 4 separate species, C3H14NO4 in total in a non-equilibrium geometry from the Open Molecules 2025 dataset. Energies are from wB97M-V/def2-TZVPD.

XYZ file:
```
22
C3H14NO4 | the Open Molecules 2025 dataset | wB97M-V/def2-TZVPD
C -1.119 1.213 -1.300
N -0.131 0.477 -0.528
C -0.537 0.329 0.891
O -0.762 -0.957 1.274
C -0.537 1.596 -2.677
H -1.561 1.942 -0.638
H -1.912 0.542 -1.698
H 0.070 -0.440 -0.906
H 0.182 0.826 1.576
H -1.407 0.999 1.050
H 0.298 2.285 -2.451
H 0.004 0.723 -3.036
H -1.173 2.144 -3.365
H 2.491 0.785 0.280
H 2.302 2.182 -0.072
O 3.029 1.562 0.069
H 0.221 -1.334 2.251
H 1.791 -1.353 2.433
O 1.001 -1.679 2.872
H -1.353 -1.721 0.170
H -2.325 -2.197 -0.739
O -1.356 -2.293 -0.745
```

- orbital gap (eV) = 8.0
- total charge = -1
- relative energy (zero: lowest compared OMol25 entry of this formula, charge and spin) (kcal per mole) = 33.05
- F_max (eV/Å) = 3.1
- spin multiplicity = 1

natural (NBO) population analysis, charges in e, atoms 1 to 4: -0.2158, -0.7102, 0.1288, -0.8847


Record 5
Here is a cluster of 4 separate species, C3H14O3S2 in total in a non-equilibrium geometry from the Open Molecules 2025 dataset. Energies are from wB97M-V/def2-TZVPD.

XYZ file:
```
22
C3H14O3S2 | the Open Molecules 2025 dataset | wB97M-V/def2-TZVPD
C -1.802 1.318 0.263
C -0.230 1.187 0.195
C 0.325 2.294 -0.681
S 0.611 1.827 -2.408
S 2.200 0.734 -2.618
H -2.141 1.894 -0.621
H -2.247 0.359 0.460
H -2.094 1.965 1.090
H -0.145 0.183 -0.188
H 0.169 1.267 1.213
H 1.362 2.591 -0.400
H -0.252 3.207 -0.618
H 1.868 -0.540 -2.246
O 0.286 -2.707 1.129
H -0.164 -3.534 1.282
H 0.599 -2.910 0.219
O -0.313 -2.978 -1.482
H -1.184 -2.811 -1.136
H -0.094 -2.194 -1.977
O 0.987 -0.058 3.039
H 0.423 -0.587 2.463
H 1.835 -0.506 3.022
```

- SMILES string = CCCSS.O.O.O
- orbital gap (eV) = 9.2
- relative energy (zero: lowest compared OMol25 entry of this formula, charge and spin) (kcal per mole) = 19.88
- F_max (eV/Å) = 3.2
- spin multiplicity = 1

natural (NBO) population analysis, charges in e, atoms 1 to 4: -0.6092, -0.4351, -0.5489, 0.0875


Record 6
Here is a cluster of 4 separate species, C3H14O4 in total in a non-equilibrium geometry from the Open Molecules 2025 dataset. Energies are from wB97M-V/def2-TZVPD.

XYZ file:
```
21
C3H14O4 | the Open Molecules 2025 dataset | wB97M-V/def2-TZVPD
C 1.671 1.124 0.073
C 1.675 0.863 -1.555
C 1.210 -0.584 -1.868
O 0.910 1.770 -2.341
H 1.694 2.203 0.339
H 0.721 0.741 0.422
H 2.538 0.451 0.293
H 2.720 1.080 -1.803
H 1.642 -1.186 -1.077
H 0.190 -0.371 -1.542
H 1.234 -0.877 -2.925
H 0.531 2.455 -1.785
O 1.550 1.932 4.114
H 2.487 2.074 3.934
H 1.519 0.979 4.257
O -4.153 -3.016 -0.335
H -5.097 -2.819 -0.362
H -3.799 -2.342 0.268
O -2.034 -1.510 0.864
H -2.073 -2.307 0.317
H -1.396 -1.755 1.544
```

- SMILES string = CC(C)O.O.O.O
- orbital gap (eV) = 10.4
- relative energy (zero: lowest compared OMol25 entry of this formula, charge and spin) (kcal per mole) = 37.49
- F_max (eV/Å) = 3.2
- spin multiplicity = 1

natural (NBO) population analysis, charges in e, atoms 1 to 4: -0.6510, 0.1272, -0.6463, -0.7355


Record 7
Here is a cluster of 4 separate species, C3H14O4 in total in a non-equilibrium geometry from the Open Molecules 2025 dataset. Energies are from wB97M-V/def2-TZVPD.

XYZ file:
```
21
C3H14O4 | the Open Molecules 2025 dataset | wB97M-V/def2-TZVPD
C -1.533 -2.543 0.286
C -0.861 -1.673 -0.809
C -0.578 -0.264 -0.311
O 0.373 0.277 -1.225
H -1.354 -2.059 1.261
H -2.639 -2.555 0.121
H -1.068 -3.546 0.318
H -1.387 -1.713 -1.747
H 0.060 -2.085 -1.255
H 0.037 -0.327 0.661
H -1.474 0.381 -0.143
H 0.895 0.971 -0.876
O 0.230 2.533 1.195
H -0.255 2.877 1.996
H -0.277 2.886 0.379
O -0.898 2.893 -1.497
H -1.099 2.183 -2.117
H -0.550 3.617 -2.056
O 3.003 -1.916 2.138
H 2.071 -1.891 2.386
H 3.211 -2.151 1.189
```

- SMILES string = CCCO.O.O.O
- orbital gap (eV) = 10.6
- relative energy (zero: lowest compared OMol25 entry of this formula, charge and spin) (kcal per mole) = 32.11
- F_max (eV/Å) = 2.4
- spin multiplicity = 1

natural (NBO) population analysis, charges in e, atoms 1 to 4: -0.6173, -0.4402, -0.0532, -0.7566


Record 8
Here is a cluster of 5 separate species, C3H14O5 in total in a non-equilibrium geometry from the Open Molecules 2025 dataset. Energies are from wB97M-V/def2-TZVPD.

XYZ file:
```
22
C3H14O5 | the Open Molecules 2025 dataset | wB97M-V/def2-TZVPD
C 0.596 0.188 -1.482
C -0.285 1.399 -1.631
C -1.520 1.243 -2.098
O -2.411 2.282 -2.216
H 1.664 0.286 -1.297
H 0.291 -0.285 -0.542
H 0.492 -0.510 -2.311
H 0.012 2.421 -1.439
H -2.011 0.352 -2.461
H -2.038 3.122 -1.932
O -0.333 -3.584 1.069
H 0.337 -3.161 0.528
H -0.410 -3.111 1.903
O 3.516 -0.989 -0.160
H 4.202 -0.774 -0.800
H 3.931 -1.130 0.693
O 0.413 1.612 2.781
H 0.861 0.769 2.645
H 0.423 1.719 3.742
O -0.903 -1.099 2.052
H -1.775 -1.268 2.427
H -1.123 -0.853 1.145
```

- SMILES string = C/C=C/O.O.O.O.O
- orbital gap (eV) = 8.9
- relative energy (zero: lowest compared OMol25 entry of this formula, charge and spin) (kcal per mole) = 38.36
- F_max (eV/Å) = 1.4
- spin multiplicity = 1

natural (NBO) population analysis, charges in e, atoms 1 to 4: -0.6409, -0.3145, 0.1429, -0.6928